(1)
# C61H34BaF5N13O3S2

C61H34BaF5N13O3S2 as an isolated structure at a distorted geometry (wB97M-V/def2-TZVPD, the OMol25 dataset).

Computed properties:
E_HOMO ... -0.0398 hartree
Frontier orbital gap ... 3.701 eV
ΔE to the lowest compared entry with this formula, charge and spin ... 0.5688 eV
Lowest unoccupied orbital energy ... 2.6185 eV
Net charge ... -2

Last column: Mulliken charge in e.
Element x y z (Å)
Ba1 0.716 -0.704 -1.337  1.520
C1 -0.464 -7.590 -2.904  -1.071
C2 -0.336 -7.224 -4.233  -0.709
C3 0.024 -5.918 -4.554  0.049
C4 0.364 -5.064 -3.522  0.214
C5 0.916 -3.707 -3.587  -0.372
N1 1.181 -3.260 -2.392  -0.261
C6 0.829 -4.286 -1.348  1.881
N2 0.071 -3.737 -0.323  0.160
C7 -1.176 -3.327 -0.488  -0.691
C8 -2.404 -4.157 -0.354  0.681
C9 -2.620 -5.516 -0.277  -0.190
C10 -3.959 -5.901 -0.175  -0.776
C11 -5.013 -4.986 -0.243  -0.489
C12 -4.765 -3.631 -0.270  -0.303
C13 -3.447 -3.240 -0.283  -0.238
C14 -2.870 -1.919 -0.511  -0.553
N3 -3.590 -0.856 -0.753  -0.687
C15 -3.016 0.096 -1.533  -0.056
N4 -1.892 -0.057 -2.276  -0.220
C16 -1.764 0.995 -3.098  -0.810
N5 -0.824 1.174 -4.087  -0.448
C17 -0.037 0.220 -4.437  0.416
N6 0.136 -1.033 -3.915  -0.512
C18 0.774 -1.777 -4.777  -0.113
N7 1.097 -3.067 -4.729  -0.766
C19 1.185 -0.989 -5.939  0.282
C20 2.016 -1.222 -6.986  -0.278
C21 2.522 -0.077 -7.657  -0.454
C22 2.143 1.213 -7.315  -0.632
C23 1.215 1.432 -6.295  -0.455
C24 0.766 0.311 -5.647  -0.194
C25 -2.753 1.959 -2.798  0.507
C26 -2.907 3.311 -3.183  -0.350
C27 -3.958 3.984 -2.598  -0.711
C28 -4.859 3.339 -1.697  -0.634
C29 -4.663 2.059 -1.264  -0.287
C30 -3.572 1.370 -1.805  0.534
N8 -1.501 -2.072 -0.634  0.638
C31 0.269 -5.454 -2.199  -1.137
C32 -0.187 -6.710 -1.867  -0.326
H1 -0.805 -8.625 -2.708  0.325
H2 -0.589 -7.938 -5.016  0.395
H3 0.152 -5.587 -5.585  0.490
H4 -1.788 -6.179 -0.206  0.422
H5 -4.240 -6.948 -0.065  0.365
H6 -6.055 -5.364 -0.218  0.316
H7 -5.568 -2.893 -0.269  0.490
H8 2.384 -2.218 -7.251  0.465
H9 3.225 -0.188 -8.478  0.353
H10 2.557 2.041 -7.875  0.381
H11 0.868 2.406 -5.985  0.534
H12 -2.230 3.773 -3.906  0.488
H13 -4.137 5.027 -2.835  0.366
H14 -5.724 3.907 -1.370  0.359
H15 -5.378 1.614 -0.591  0.515
H16 -0.190 -7.024 -0.824  0.661
C33 -2.187 5.796 11.556  -0.818
O1 -1.602 4.512 11.412  -0.469
C34 -1.474 4.046 10.140  1.000
C35 -0.789 2.836 9.972  -0.668
C36 -0.676 2.298 8.714  -0.471
C37 -1.236 2.930 7.598  0.069
C38 -1.907 4.141 7.762  -0.910
C39 -2.023 4.717 9.022  -0.392
C40 -0.980 2.320 6.273  0.337
N9 -0.432 1.157 6.077  -0.775
C41 -0.339 1.023 4.700  0.658
C42 -0.845 2.127 4.082  0.517
N10 -1.273 2.962 5.068  -0.108
C43 -0.938 2.252 2.659  0.607
C44 -1.681 3.242 1.994  -0.774
C45 -1.718 3.254 0.627  -1.242
C46 -1.014 2.275 -0.066  -0.947
N11 -0.369 1.300 0.530  0.598
C47 -0.358 1.244 1.890  -0.868
C48 0.221 0.046 2.520  -0.800
N12 0.756 -0.890 1.731  0.894
C49 1.127 -2.031 2.304  -0.238
C50 1.072 -2.271 3.686  -1.277
C51 0.603 -1.276 4.529  -0.824
C52 0.158 -0.089 3.925  0.892
H17 -2.170 6.019 12.612  0.243
H18 -3.218 5.824 11.200  0.306
H19 -1.546 6.542 11.037  0.342
H20 -0.395 2.316 10.814  0.438
H21 -0.151 1.374 8.556  0.470
H22 -2.361 4.612 6.907  0.293
H23 -2.564 5.653 9.086  0.339
H24 -1.666 3.892 4.991  0.233
H25 -2.274 3.936 2.571  0.343
H26 -2.292 4.010 0.109  0.456
H27 -0.951 2.270 -1.137  1.066
H28 1.478 -2.803 1.669  0.346
H29 1.362 -3.230 4.082  0.505
H30 0.508 -1.347 5.592  0.580
O2 7.887 1.292 -3.359  -0.676
S1 6.572 1.517 -3.908  1.150
O3 6.415 1.402 -5.342  -0.636
N13 5.497 0.663 -3.045  -0.492
C53 4.725 1.393 -2.275  0.395
S2 3.638 0.946 -1.054  -0.463
C54 4.940 2.867 -2.443  0.493
C55 4.257 3.895 -1.808  -0.583
C56 4.633 5.211 -2.091  -0.721
C57 5.608 5.447 -3.042  -0.344
C58 6.289 4.411 -3.665  -0.489
C59 5.934 3.129 -3.354  -0.096
H31 3.532 3.594 -1.055  0.441
H32 4.160 6.027 -1.594  0.414
H33 5.834 6.472 -3.288  0.363
H34 7.078 4.640 -4.393  0.353
F1 2.724 -5.786 -1.354  -0.387
C60 2.146 -4.739 -0.693  0.696
F2 1.894 -5.211 0.570  -0.340
C61 3.279 -3.710 -0.591  0.386
F3 2.891 -2.475 -0.225  0.099
F4 3.954 -3.619 -1.696  -0.254
F5 4.122 -4.146 0.391  -0.341

=====

(2)
# C4H6N2O

C4H6N2O as an isolated structure (wB97M-V/def2-TZVPD, the OMol25 dataset).

Computed properties:
E_HOMO ... -0.3015 hartree
Frontier orbital gap ... 8.979 eV
ΔE to the lowest compared entry with this formula, charge and spin ... 6.0011 eV
Lowest unoccupied orbital energy ... 0.7745 eV
Net charge ... 0

Last column: Mulliken charge in e.
Element x y z (Å)
C1 -2.382 -0.010 -0.216  -0.706
O1 -1.144 -0.569 0.271  -0.316
C2 -0.125 0.183 0.029  0.633
C3 0.543 1.110 -0.554  -0.439
N1 1.607 0.216 -0.868  -0.505
C4 2.196 -0.471 0.145  0.069
N2 1.505 -1.063 1.053  -0.528
H1 -2.564 0.930 0.311  0.312
H2 -3.158 -0.733 0.034  0.236
H3 -2.330 0.163 -1.294  0.329
H4 0.491 2.156 -0.834  0.337
H5 3.290 -0.507 0.093  0.382
H6 2.073 -1.406 1.828  0.195

=====

(3)
# C31H62ClFN8O16P

A 7-piece molecular cluster, C31H62ClFN8O16P overall at a distorted geometry (wB97M-V/def2-TZVPD, the OMol25 dataset).

Computed properties:
E_HOMO ... -0.4207 hartree
Frontier orbital gap ... 8.909 eV
Lowest unoccupied orbital energy ... -2.5396 eV
Net charge ... +1

Last column: Mulliken charge in e.
Element x y z (Å)
C1 1.211 -3.340 3.825  -0.654
C2 1.500 -2.639 5.150  -0.873
C3 0.704 -1.339 5.435  -0.074
Cl1 -0.520 -1.582 6.711  -0.148
C4 0.186 -0.738 4.153  -0.361
C5 0.947 0.082 3.375  -0.312
P1 2.639 0.607 3.776  0.077
C6 2.589 2.423 4.023  -0.971
C7 3.639 0.400 2.250  -0.765
N1 0.169 0.354 2.236  0.553
C8 0.734 1.186 1.176  0.960
C9 -0.265 2.088 0.466  -0.556
O1 -0.783 3.003 1.026  -0.557
O2 -0.546 1.763 -0.833  -0.196
C10 0.622 1.587 -1.610  0.257
C11 0.819 0.272 -2.281  -0.702
O3 1.411 2.481 -1.641  -0.453
C12 -1.008 -0.268 2.316  -0.194
C13 -2.070 -0.246 1.263  0.079
C14 -3.053 0.954 1.374  -0.493
C15 -4.538 0.605 1.110  -0.748
C16 -5.052 1.110 -0.239  -1.599
C17 -4.830 0.113 -1.388  0.189
C18 -5.777 -1.095 -1.299  -1.071
C19 -5.144 -2.405 -1.795  -0.394
C20 -5.315 -2.633 -3.316  -0.901
C21 -3.982 -2.655 -4.037  -0.697
O4 -3.511 -1.310 -4.117  -0.401
C22 -2.112 -1.217 -3.999  -0.654
N2 -1.020 -0.939 3.491  0.707
C23 -2.079 -1.832 4.016  -0.280
F1 -2.680 -2.471 2.964  -0.383
C24 -3.107 -1.176 4.931  -0.639
C25 -4.349 -0.622 4.228  -1.259
H1 1.578 -2.777 2.966  0.256
H2 0.160 -3.610 3.699  0.200
H3 1.754 -4.283 3.802  0.388
H4 1.398 -3.334 5.981  0.482
H5 2.553 -2.344 5.136  0.274
H6 1.398 -0.611 5.839  0.517
H7 3.595 2.730 4.306  0.436
H8 2.360 2.931 3.085  0.108
H9 1.882 2.697 4.801  0.394
H10 3.219 -0.358 1.588  0.309
H11 4.643 0.082 2.518  0.546
H12 3.720 1.332 1.683  -0.046
H13 1.440 1.850 1.663  -0.714
H14 1.311 0.559 0.496  0.203
H15 0.896 0.369 -3.359  0.528
H16 0.065 -0.460 -2.003  0.082
H17 1.785 -0.095 -1.925  0.343
H18 -1.532 -0.135 0.317  -0.569
H19 -2.579 -1.200 1.208  1.461
H20 -2.773 1.730 0.667  0.040
H21 -2.965 1.418 2.358  0.919
H22 -5.121 1.113 1.881  0.435
H23 -4.726 -0.462 1.236  0.346
H24 -6.126 1.308 -0.178  0.380
H25 -4.578 2.059 -0.499  0.515
H26 -3.782 -0.208 -1.369  -0.350
H27 -5.000 0.640 -2.327  0.505
H28 -6.634 -0.892 -1.945  0.485
H29 -6.172 -1.206 -0.287  0.459
H30 -5.586 -3.250 -1.267  0.504
H31 -4.075 -2.389 -1.567  0.124
H32 -5.785 -3.604 -3.487  0.389
H33 -5.932 -1.855 -3.766  0.372
H34 -3.258 -3.263 -3.485  0.405
H35 -4.076 -3.052 -5.052  0.385
H36 -1.591 -1.779 -4.777  0.405
H37 -1.784 -1.590 -3.018  0.165
H38 -1.853 -0.161 -4.081  0.382
H39 -1.548 -2.594 4.580  0.664
H40 -3.431 -1.912 5.665  0.433
H41 -2.622 -0.363 5.466  0.409
H42 -5.072 -0.345 4.993  0.520
H43 -4.103 0.298 3.705  0.144
H44 -4.800 -1.339 3.550  0.235
C26 2.937 -1.503 -4.933  -0.745
N3 1.880 -2.513 -4.646  0.928
O5 0.802 -2.098 -4.247  -0.534
O6 2.155 -3.675 -4.813  -0.533
H45 2.532 -0.520 -4.732  0.210
H46 3.778 -1.721 -4.281  0.286
H47 3.219 -1.603 -5.977  0.382
C27 4.643 2.717 -1.746  -0.628
N4 5.081 1.784 -2.824  0.884
O7 6.161 1.965 -3.338  -0.541
O8 4.310 0.886 -3.129  -0.516
H48 5.425 3.445 -1.591  0.425
H49 3.723 3.182 -2.072  0.227
H50 4.476 2.118 -0.855  0.148
C28 2.069 5.652 0.916  -0.764
N5 3.364 4.937 0.745  1.012
O9 3.789 4.785 -0.382  -0.559
O10 3.909 4.528 1.751  -0.570
H51 1.707 5.946 -0.061  0.354
H52 1.385 4.963 1.406  0.158
H53 2.252 6.519 1.543  0.360
C29 6.153 0.421 -6.274  -0.464
N6 5.401 -0.450 -7.217  0.918
O11 5.910 -1.492 -7.565  -0.536
O12 4.302 -0.058 -7.564  -0.513
H54 7.099 -0.054 -6.045  0.303
H55 6.299 1.381 -6.760  0.309
H56 5.543 0.533 -5.383  0.020
C30 -1.732 6.044 -0.627  -0.526
N7 -1.003 7.082 0.155  0.933
O13 -0.037 7.609 -0.363  -0.539
O14 -1.423 7.330 1.263  -0.541
H57 -1.243 5.935 -1.587  0.299
H58 -1.697 5.122 -0.053  0.077
H59 -2.756 6.387 -0.740  0.328
C31 2.651 -7.361 1.134  -0.741
N8 2.441 -6.131 1.948  0.901
O15 2.693 -5.059 1.437  -0.514
O16 2.030 -6.290 3.080  -0.546
H60 3.017 -7.066 0.158  0.317
H61 3.373 -7.976 1.662  0.290
H62 1.694 -7.870 1.065  0.286

=====

(4)
# C4H11N2O

A 2-piece molecular cluster, C4H11N2O overall at a distorted geometry (wB97M-V/def2-TZVPD, the OMol25 dataset).

Computed properties:
E_HOMO ... -0.5249 hartree
Frontier orbital gap ... 10.202 eV
ΔE to the lowest compared entry with this formula, charge and spin ... 4.0137 eV
Lowest unoccupied orbital energy ... -4.0819 eV
Net charge ... +1

Last column: Mulliken charge in e.
Element x y z (Å)
C1 1.933 -0.528 0.286  -0.193
C2 0.800 -0.964 -0.153  0.639
C3 2.820 0.662 0.083  -1.091
C4 -2.320 0.447 -0.175  -0.573
N1 -0.208 -1.678 -0.418  -0.248
N2 -0.908 0.876 -0.135  -0.467
O1 -2.529 -0.501 0.836  -0.555
H1 2.530 -1.237 0.834  0.332
H2 2.931 0.873 -1.064  0.293
H3 3.764 0.510 0.482  0.410
H4 2.421 1.500 0.492  0.329
H5 -2.478 -0.265 -0.972  0.312
H6 -3.107 1.173 -0.144  0.455
H7 -0.374 -2.201 -1.236  0.250
H8 -0.966 -1.459 0.131  0.297
H9 -0.701 1.246 -1.034  0.246
H10 -0.824 1.646 0.511  0.241
H11 -2.784 -0.100 1.676  0.324

=====

(5)
# C5H10N2

One molecule with the formula C5H10N2 at a distorted geometry (wB97M-V/def2-TZVPD, the OMol25 dataset).

Computed properties:
E_HOMO ... -0.3182 hartree
Frontier orbital gap ... 9.221 eV
ΔE to the lowest compared entry with this formula, charge and spin ... 3.9460 eV
Lowest unoccupied orbital energy ... 0.5616 eV
Net charge ... 0
SMILES ... C=N/C=C/CCN

Last column: Mulliken charge in e.
Element x y z (Å)
C1 -0.311 2.709 -1.768  -0.365
N1 -0.178 2.937 -0.490  -0.442
C2 -0.209 1.809 0.330  -0.171
C3 0.334 0.660 -0.091  -0.138
C4 0.226 -0.494 1.014  -0.893
C5 0.801 -1.998 0.809  -0.236
N2 -0.087 -2.484 -0.215  -0.529
H1 -1.035 1.835 -2.049  0.254
H2 -0.278 3.590 -2.364  0.287
H3 -0.891 2.085 1.185  0.338
H4 0.586 0.280 -1.141  0.371
H5 -0.818 -0.695 0.892  0.202
H6 0.635 -0.033 1.885  0.448
H7 0.681 -2.566 1.888  0.214
H8 1.889 -2.235 0.624  0.285
H9 -0.369 -3.426 -0.321  0.201
H10 -0.978 -1.974 -0.188  0.174

=====

(6)
# C5H9NO2

An isolated ion of composition C5H9NO2 and charge +1 at a distorted geometry (wB97M-V/def2-TZVPD, the OMol25 dataset).

Computed properties:
2S+1 ... 2
E_HOMO (spin up / spin down) ... -0.5661 / -0.5616 hartree
Frontier orbital gap (spin up / spin down) ... 12.065 / 6.912 eV
ΔE to the lowest compared entry with this formula, charge and spin ... 1.1172 eV
Lowest unoccupied orbital energy (spin up / spin down) ... -3.3385 / -8.3705 eV
Net charge ... +1

Last column: Löwdin spin population.
Element x y z (Å)
N1 1.060 0.830 -0.089  0.597
C1 2.005 0.029 0.711  0.063
C2 1.105 -0.602 1.803  0.017
C3 -0.329 -0.541 1.273  0.018
C4 -0.304 0.609 0.241  0.080
C5 -1.135 0.134 -1.009  0.058
O1 -0.397 -0.615 -1.817  0.026
O2 -2.299 0.353 -1.075  0.067
H1 1.281 1.827 0.004  0.015
H2 2.496 -0.709 0.075  0.023
H3 2.734 0.679 1.190  0.011
H4 1.276 -0.216 2.803  0.002
H5 1.464 -1.634 1.888  0.000
H6 -0.648 -1.480 0.839  0.000
H7 -1.005 -0.240 2.057  0.004
H8 -0.806 1.518 0.546  0.018
H9 -0.960 -0.937 -2.543  0.001